[1]
Formula: C37H50N10O5PReS2
Source: the OMol25 dataset
Level of theory: wB97M-V/def2-TZVPD

Calculated values
E (Eh): -3578.89549
<S²>: 0.771
Spin multiplicity: 2
E_HOMO (alpha / beta) (eV): -14.35 / -14.34
Total charge: +3
Kohn-Sham gap (alpha / beta) (eV): 4.80 / 4.50

Last column: Löwdin spin population.
Element x y z (Å)
Re  -0.264145  0.460835  -0.643130  0.00
N  7.219817  2.832987  -3.155619  0.00
C  6.081454  2.225784  -2.790050  0.00
C  6.067941  1.339077  -1.687435  0.00
C  4.916589  0.700688  -1.319101  0.00
C  3.737400  0.948888  -2.038085  0.00
C  3.721491  1.833410  -3.122646  0.00
C  4.881965  2.460541  -3.496298  0.00
S  2.335205  0.109672  -1.577938  0.00
O  2.532593  -1.303602  -1.532363  0.00
O  1.100773  0.533694  -2.374667  0.00
N  1.809166  0.618150  -0.085068  0.00
C  1.692495  2.038479  -0.074259  0.00
N  0.288703  2.277575  -0.361575  0.00
C  0.142654  4.727939  0.194021  0.01
C  1.604974  5.021518  0.253692  0.00
C  2.644898  4.195472  0.230638  0.00
N  2.643544  2.801668  0.185320  0.00
H  8.086523  2.655719  -2.670321  0.00
H  7.251561  3.447071  -3.955658  0.00
H  6.983546  1.158670  -1.139513  0.00
H  4.919433  0.017179  -0.480877  0.00
H  2.806068  2.013357  -3.669871  0.00
H  4.884440  3.132995  -4.344198  0.00
H  -0.217491  5.037712  -0.792234  0.00
H  1.832147  6.080979  0.284550  0.00
H  3.643429  4.608916  0.269228  0.00
C  -2.437690  5.518493  3.496464  0.00
O  -2.234881  4.805620  2.256714  0.13
C  -3.275271  4.374590  1.581631  0.15
C  -4.603162  4.601129  1.959977  -0.01
C  -5.631849  4.252195  1.122807  0.16
C  -5.375916  3.655199  -0.138575  0.06
C  -4.101764  3.378244  -0.512306  0.05
C  -2.996652  3.677626  0.344392  0.15
N  -1.783151  3.325194  -0.106709  0.26
C  -0.403267  3.315572  0.447382  0.01
C  -0.328876  2.770194  1.857537  0.00
C  0.264687  3.432103  2.923262  0.00
C  0.382622  2.806217  4.154753  0.00
C  -0.086216  1.509437  4.326181  0.00
C  -0.649915  0.819798  3.262208  0.00
C  -0.750888  1.455063  2.037942  0.00
O  -1.278472  0.766782  0.957787  0.01
H  -1.442729  5.755627  3.855660  0.00
H  -2.952011  4.879550  4.212350  0.00
H  -2.998218  6.433049  3.309055  0.00
H  -4.816498  5.092181  2.897638  0.00
H  -6.651426  4.460252  1.416543  0.01
H  -6.200486  3.432462  -0.800859  0.00
H  -3.891378  2.927594  -1.474192  0.00
H  -1.802051  2.968450  -1.056969  0.00
H  -0.378077  5.373736  0.902424  0.00
H  0.643830  4.436791  2.791180  0.00
H  0.849250  3.325820  4.980161  0.00
H  0.005058  1.024605  5.288330  0.00
H  -0.986336  -0.203265  3.368469  0.00
N  -4.593798  -0.929739  -1.693128  0.00
C  -3.591583  -0.443678  -0.979929  0.00
N  -3.607065  -0.453464  0.335361  0.00
S  -2.262076  0.269656  -1.884220  0.00
H  -5.431974  -1.301328  -1.270184  0.00
H  -4.540083  -0.929100  -2.699741  0.00
H  -4.376527  -0.852117  0.853357  0.00
H  -2.832008  -0.024005  0.837852  0.00
O  -0.116761  -1.405563  -0.385187  0.00
P  0.021367  -2.999335  -0.334118  0.00
N  0.875522  -3.352576  0.980483  0.00
C  2.065402  -2.594602  1.464008  0.00
C  2.597707  -3.450466  2.613169  0.00
C  2.166816  -4.865845  2.242300  0.00
C  0.764856  -4.651228  1.694803  0.00
N  -1.460109  -3.623065  -0.153869  0.00
C  -2.284781  -3.429138  1.055889  0.00
C  -3.639992  -4.006830  0.658355  0.00
C  -3.261955  -5.124518  -0.310296  0.00
C  -2.142258  -4.501213  -1.134551  0.00
N  0.648411  -3.475594  -1.729708  0.00
C  0.273925  -2.957945  -3.062642  0.00
C  1.236381  -3.673465  -4.018837  0.00
C  1.659123  -4.928950  -3.258605  0.00
C  1.773654  -4.438518  -1.823129  0.00
H  1.769979  -1.593225  1.776069  0.00
H  2.796340  -2.501434  0.669538  0.00
H  2.146120  -3.151095  3.560298  0.00
H  3.676705  -3.353144  2.712023  0.00
H  2.173094  -5.553599  3.085049  0.00
H  2.818205  -5.272469  1.466003  0.00
H  0.049056  -4.563690  2.515064  0.00
H  0.431509  -5.443881  1.025412  0.00
H  -2.323559  -2.374009  1.336052  0.00
H  -1.865159  -3.983288  1.897197  0.00
H  -4.240193  -3.254021  0.137596  0.00
H  -4.207692  -4.355194  1.518527  0.00
H  -4.089711  -5.463836  -0.928831  0.00
H  -2.884059  -5.984139  0.245372  0.00
H  -2.547720  -3.911591  -1.961780  0.00
H  -1.450954  -5.234129  -1.545432  0.00
H  0.400780  -1.876267  -3.104446  0.00
H  -0.768900  -3.195625  -3.285596  0.00
H  2.101861  -3.039339  -4.213825  0.00
H  0.762802  -3.897963  -4.971873  0.00
H  2.593947  -5.351473  -3.620435  0.00
H  0.888692  -5.698692  -3.332752  0.00
H  2.718914  -3.916894  -1.658250  0.00
H  1.672299  -5.234068  -1.086186  0.00

Forces on atoms 1 to 3 (eV/Å):
Re 0.1276 -0.1019 -0.1989
N 0.2626 0.1594 -0.0824
C -0.0740 -0.0529 0.0209

---

[2]
Formula: C37H50N5O4
Source: the OMol25 dataset
Level of theory: wB97M-V/def2-TZVPD

Calculated values
E (Eh): -2014.21609
E_HOMO (eV): -9.88
Total charge: +1
Kohn-Sham gap (eV): 6.21

Last column: Mulliken charge in e.
Element x y z (Å)
C  -5.447548  -1.295116  0.476875  -0.77
O  -5.006510  -1.577568  1.822707  -0.43
C  -3.759201  -1.182330  2.189173  0.71
C  -2.824379  -0.552592  1.364070  -0.94
C  -1.849279  0.263229  1.936901  -0.16
C  -1.069806  1.234889  1.085292  -0.70
C  -1.643358  2.651160  1.255780  0.39
C  -3.001721  2.789846  0.578189  -0.15
O  -4.058610  2.245011  0.899242  -0.68
N  -2.867255  3.699977  -0.431587  0.30
C  -3.960770  3.956412  -1.346237  -1.03
C  -1.495805  4.143931  -0.664188  0.16
C  -0.925349  3.410876  -1.891886  -1.40
C  -1.463486  5.658206  -0.894086  -1.42
N  -0.848419  3.715197  0.604701  0.43
C  0.330045  4.084552  1.136399  -0.31
C  1.364887  4.642642  0.370728  -0.38
C  2.731117  4.818036  0.661780  0.48
C  3.545653  5.585220  -0.259128  0.21
C  4.955915  5.439781  -0.218664  0.12
C  5.783645  6.077570  -1.121088  -0.70
C  5.193599  6.772756  -2.190159  -0.50
C  3.792892  6.931726  -2.290908  -0.84
C  2.978063  6.427246  -1.274936  -0.19
C  -1.648563  0.262820  3.317504  -0.23
C  -2.487970  -0.473911  4.157098  0.57
O  -2.519468  -0.418648  5.515621  -0.45
C  -1.487765  0.311418  6.211807  -0.79
C  -3.500629  -1.272204  3.577014  0.75
O  -4.373099  -1.944673  4.380886  -0.53
C  -5.496265  -1.197013  4.940587  -0.55
H  -6.484396  -1.632160  0.457703  0.28
H  -5.388594  -0.217629  0.259654  0.28
H  -4.850865  -1.860374  -0.254177  0.32
H  -2.935741  -0.592959  0.274816  0.31
H  -0.006712  1.254850  1.374331  0.23
H  -1.130036  0.961997  0.015991  0.27
H  -1.765152  2.892397  2.328954  0.32
H  -4.875661  3.513864  -0.935547  0.37
H  -4.119281  5.035901  -1.467873  0.28
H  -3.781894  3.516378  -2.340826  0.36
H  -1.121861  2.332144  -1.828537  0.38
H  -1.411967  3.786153  -2.803594  0.47
H  0.152696  3.583083  -1.972802  0.29
H  -2.034707  6.160741  -0.106920  0.40
H  -0.442550  6.037475  -0.902558  0.18
H  -1.924534  5.893130  -1.860510  0.51
H  0.435899  3.845350  2.216024  0.86
H  1.079955  4.903353  -0.650203  0.07
H  3.350471  4.083522  1.315892  0.02
H  5.393234  4.769362  0.522011  0.20
H  6.866494  5.987176  -1.014558  0.46
H  5.839457  7.227922  -2.952047  0.37
H  3.345443  7.431074  -3.150354  0.43
H  1.893049  6.614389  -1.303831  0.46
H  -0.856997  0.887640  3.746495  -0.04
H  -1.679219  0.114057  7.268307  0.29
H  -0.483039  -0.050327  5.937210  0.29
H  -1.569914  1.391969  6.010987  0.32
H  -6.041769  -1.933724  5.529519  0.27
H  -5.119385  -0.388946  5.576613  0.21
H  -6.118713  -0.806258  4.128162  0.21
C  1.292497  4.485968  5.495861  -1.07
N  1.835250  4.992235  4.238867  0.45
C  1.729763  6.447488  4.052301  -0.88
C  2.720400  4.283883  3.523325  -0.69
N  3.464096  5.004976  2.600469  0.33
C  4.894257  5.009031  2.938354  -1.31
C  5.485951  6.383488  3.063960  0.52
C  6.505078  6.499856  4.003017  -0.78
C  7.214940  7.680943  4.117903  -0.65
C  6.909046  8.749769  3.250915  -0.50
C  5.852550  8.642274  2.335749  -0.91
C  5.089042  7.475076  2.281751  -0.05
N  2.821371  2.921932  3.661195  0.49
C  1.652190  2.040379  3.667031  -1.48
C  4.090406  2.184670  3.571445  -0.89
H  1.869589  3.611788  5.811918  0.38
H  1.398955  5.268075  6.261708  0.37
H  0.230063  4.217373  5.374309  0.31
H  2.351041  6.777727  3.212549  0.17
H  0.685980  6.724101  3.861206  0.34
H  2.071194  6.959135  4.962487  0.41
H  4.963762  4.541631  3.937477  0.88
H  5.493322  4.386502  2.227420  0.45
H  6.770357  5.632816  4.619660  0.39
H  8.022829  7.751362  4.846171  0.40
H  7.492923  9.668573  3.319620  0.38
H  5.652509  9.464939  1.639584  0.41
H  4.266213  7.375981  1.574665  0.37
H  0.714829  2.565297  3.815790  0.30
H  1.531617  1.483512  2.726476  0.67
H  1.725189  1.296569  4.467031  0.55
H  4.811194  2.607904  4.287198  0.36
H  3.892835  1.140359  3.851869  0.40
H  4.520595  2.212473  2.556570  0.27

Forces on atoms 1 to 3 (eV/Å):
C 0.3706 -0.1039 0.4060
O 0.4469 -0.2639 -0.6534
C -0.0235 0.2521 0.8792

---

total charge of number 2 (C37H50N5O4)?
+1